Record 1
{"formula": "C35H52BrN4PdSSi", "method": "ωB97M-V/def2-TZVPD", "e_homo_ev": -2.9299, "total_charge": -1, "max_force_ha_per_bohr": 0.00871, "e_tot_ha": -4973.559680, "e_above_lowest_ev": 0.000, "symbols": ["Pd", "H", "H", "C", "H", "C", "C", "C", "C", "H", "C", "H", "C", "H", "C", "C", "H", "C", "H", "H", "C", "H", "C", "C", "C", "C", "H", "C", "C", "H", "H", "H", "H", "Br", "S", "H", "H", "N", "C", "H", "N", "H", "H", "C", "H", "H", "C", "H", "N", "Si", "N", "H", "H", "C", "H", "H", "H", "H", "C", "H", "H", "C", "C", "H", "H", "C", "H", "H", "H", "H", "H", "H", "H", "H", "C", "H", "H", "C", "C", "C", "H", "H", "H", "C", "C", "H", "H", "H", "H", "H", "C", "C", "C", "H", "C"], "coordinates": [[-0.036, -1.241, -0.310], [0.399, 2.113, 1.757], [-4.940, -1.499, 0.748], [-0.974, -0.638, 4.035], [1.388, 5.552, -2.042], [1.447, -5.084, -2.184], [0.601, -2.718, 2.620], [-1.218, -1.206, 2.772], [-1.194, 4.245, 0.977], [1.710, 3.690, 1.209], [0.078, 3.730, -3.981], [-0.472, 0.876, 0.822], [-3.144, 0.389, 4.118], [-3.648, -3.484, 1.368], [-2.524, 2.387, -0.018], [0.370, -4.519, -0.080], [-1.275, 1.725, 2.166], [1.720, 3.650, -0.990], [2.906, -5.684, 3.783], [-1.869, 4.179, 1.836], [0.605, -3.105, -3.300], [-1.556, 1.601, -3.625], [1.046, -4.633, 4.082], [-1.902, 0.154, 4.692], [2.502, -0.662, 1.478], [0.236, -3.584, 3.673], [0.815, 4.507, -3.779], [1.636, 5.184, -1.046], [-1.102, 2.860, 0.324], [2.533, -4.980, -5.368], [-2.019, 5.275, -3.454], [2.606, -0.020, 0.601], [-0.737, -3.446, 4.130], [0.419, 0.666, -1.790], [1.399, -5.821, -0.618], [3.666, -4.126, 2.018], [-0.479, 4.034, -4.875], [-2.820, -1.579, 0.962], [3.372, -2.467, 0.158], [4.375, -2.439, 0.622], [2.318, -2.032, 1.036], [0.702, -5.291, 4.873], [3.308, 3.637, 0.467], [-1.985, 2.563, -3.347], [2.612, 5.605, -0.777], [-2.629, -3.367, -0.100], [-3.440, -0.206, 2.894], [2.467, 3.396, -3.050], [-0.245, -1.828, 2.040], [-0.010, 2.840, -1.256], [0.083, -3.618, -0.949], [0.038, -2.184, -3.238], [-4.426, -0.060, 2.472], [2.696, -3.979, 2.479], [0.902, 5.584, -0.345], [-3.978, -1.489, -0.746], [2.313, 2.180, 0.521], [1.626, -0.338, 2.038], [2.275, -4.858, 3.478], [-3.884, 1.003, 4.617], [3.386, -1.812, -0.717], [2.119, -5.484, -3.338], [0.691, -3.906, -2.162], [-3.081, 2.269, 0.918], [-2.508, 1.413, -0.511], [-2.518, -0.995, 2.216], [-1.647, 0.597, 5.648], [0.607, 2.804, -4.219], [0.007, -0.790, 4.472], [1.214, -2.893, -5.334], [0.034, -4.499, 0.948], [-3.071, 3.096, -0.642], [-2.778, 2.380, -2.627], [-1.588, 5.008, 0.303], [2.752, 3.175, -2.023], [-1.869, -3.354, 1.495], [3.405, -0.557, 2.107], [1.910, -2.917, 2.064], [1.265, -3.505, -4.442], [-2.740, -3.030, 0.932], [3.704, 3.681, -1.825], [-0.230, 4.590, 1.353], [-0.883, 5.625, -2.151], [-0.568, 1.838, 1.339], [-4.007, -1.125, 0.283], [3.183, -3.488, -0.179], [2.920, 2.101, -1.946], [-2.392, 4.780, -1.806], [-2.442, 3.003, -4.241], [2.710, -6.391, -3.351], [-1.584, 4.879, -2.530], [2.282, 3.261, 0.386], [2.017, -4.689, -4.462], [-4.051, -0.038, 0.267], [-0.910, 3.530, -2.824]], "forces_ev_per_a": [[-0.15, -0.15, 0.03], [-0.01, -0.04, 0.01], [0.02, 0.01, -0.02], [0.08, -0.02, -0.01], [0.00, 0.00, 0.00], [0.03, -0.01, -0.03], [0.02, 0.17, -0.11], [-0.11, 0.03, -0.05], [0.01, -0.01, 0.01], [0.00, 0.00, -0.01], [0.00, -0.01, 0.01], [0.06, -0.20, 0.40], [0.09, -0.01, 0.05], [0.03, -0.01, 0.00], [0.01, 0.03, -0.02], [-0.02, -0.07, 0.08], [-0.04, 0.00, 0.01], [-0.02, -0.01, 0.02], [0.01, -0.01, 0.00], [-0.01, 0.00, 0.01], [-0.02, 0.02, 0.00], [0.00, -0.01, 0.00], [0.05, -0.02, -0.01], [-0.12, 0.01, -0.03], [0.05, 0.00, 0.02], [-0.04, -0.03, 0.03], [0.00, 0.00, 0.00], [0.00, -0.01, -0.01], [-0.05, -0.01, -0.06], [0.00, 0.00, -0.01], [0.00, 0.00, -0.01], [-0.01, 0.01, -0.01], [0.00, 0.00, 0.00], [0.03, 0.12, -0.13], [-0.01, -0.02, -0.02], [-0.01, -0.01, 0.02], [-0.01, 0.00, -0.01], [-0.01, 0.02, 0.05], [0.02, -0.03, 0.02], [0.00, 0.00, 0.00], [0.04, 0.00, 0.09], [-0.01, 0.00, 0.00], [0.02, 0.01, 0.00], [0.00, 0.00, 0.02], [0.01, 0.01, 0.00], [0.00, -0.02, 0.01], [-0.02, 0.00, -0.02], [0.01, 0.00, 0.01], [0.14, -0.04, 0.03], [-0.04, 0.00, -0.02], [-0.01, 0.09, 0.03], [0.00, -0.01, 0.00], [0.01, 0.02, -0.02], [0.03, -0.02, 0.06], [-0.01, 0.02, 0.01], [0.00, 0.01, 0.01], [0.00, -0.01, 0.00], [0.01, 0.01, 0.00], [-0.04, 0.02, 0.01], [0.00, 0.01, 0.00], [0.01, 0.00, 0.01], [0.01, 0.01, -0.01], [0.01, 0.04, 0.00], [-0.01, -0.01, 0.01], [0.02, -0.01, -0.01], [-0.07, -0.06, -0.03], [0.00, 0.00, 0.00], [0.01, 0.00, -0.01], [0.00, -0.02, -0.01], [0.00, 0.00, -0.01], [-0.03, 0.00, -0.03], [0.00, 0.01, -0.02], [-0.01, -0.02, 0.02], [-0.01, 0.03, -0.01], [0.00, 0.00, -0.02], [-0.02, -0.03, -0.02], [0.00, 0.00, -0.01], [-0.10, 0.09, -0.15], [0.02, -0.02, -0.01], [0.04, 0.03, 0.02], [0.01, 0.01, 0.00], [0.01, 0.00, 0.00], [0.00, 0.01, 0.00], [0.05, 0.09, -0.21], [0.01, 0.00, 0.07], [0.00, 0.02, -0.02], [0.00, -0.01, 0.00], [-0.01, 0.00, 0.01], [-0.01, 0.01, -0.01], [0.01, -0.01, -0.01], [0.02, 0.00, 0.01], [-0.01, 0.00, -0.01], [0.00, 0.00, 0.01], [0.02, 0.01, -0.02], [0.02, 0.01, 0.01]]}

***

Record 2
{"formula": "C35H52N2O4Si", "method": "ωB97M-V/def2-TZVPD", "smiles": "C[Si](C)(CCCCCCCCc1cc(CC=O)cc2nccnc12)c1ccccc1.CC(C)=O.CC(C)=O.CC(C)=O", "e_homo_ev": -8.2932, "max_force_ha_per_bohr": 0.11755, "e_tot_ha": -2064.393580, "e_above_lowest_ev": 12.059, "symbols": ["H", "C", "H", "H", "H", "H", "C", "C", "H", "C", "H", "C", "H", "H", "C", "H", "C", "C", "C", "O", "H", "H", "H", "C", "O", "C", "H", "H", "O", "C", "N", "O", "H", "C", "H", "H", "H", "C", "H", "H", "C", "H", "C", "H", "H", "H", "C", "C", "N", "H", "H", "H", "H", "C", "C", "Si", "C", "C", "H", "H", "H", "H", "C", "C", "C", "C", "H", "C", "H", "H", "C", "H", "H", "H", "H", "C", "C", "H", "C", "H", "H", "C", "H", "H", "H", "C", "H", "H", "H", "H", "H", "H", "C", "C"], "coordinates": [[6.708, -3.741, -7.592], [-1.148, 2.759, 5.647], [5.207, -5.915, -7.096], [2.695, -0.237, -4.699], [1.171, 2.632, 5.822], [-0.594, 4.313, -1.362], [-7.508, -0.844, -0.877], [-0.131, 3.360, -0.928], [-0.561, 1.520, 3.469], [7.544, -4.425, -7.751], [0.618, -0.332, -1.587], [-3.409, 1.290, 5.916], [4.584, -6.165, -1.082], [6.083, -7.387, -6.629], [3.385, 1.143, 3.141], [6.833, -6.053, -3.397], [6.107, -6.507, -7.276], [-5.202, 1.020, 0.582], [-2.988, 0.145, 4.866], [0.465, -1.875, -3.346], [2.948, 4.543, 2.850], [5.020, -7.564, -2.114], [3.291, -2.800, -4.150], [6.144, -5.216, -3.266], [3.883, -5.395, -3.981], [0.581, 0.689, -1.056], [-1.865, 0.056, 4.670], [-8.029, 1.110, -1.831], [-8.634, -1.052, -0.331], [-3.345, 1.496, 2.552], [-4.106, 4.450, 2.353], [8.118, -6.034, -6.095], [-4.010, 0.756, 6.754], [1.090, 2.159, 1.129], [0.976, 0.201, -4.643], [-0.869, 3.768, 6.151], [-6.788, -1.734, -0.935], [-4.469, 2.036, 1.530], [-6.442, 0.383, -2.450], [0.438, 4.401, 1.154], [2.255, -3.035, -4.401], [-7.332, 3.414, -1.285], [1.684, -0.581, -4.927], [-0.526, 1.936, -2.706], [6.232, -4.553, -4.130], [8.463, -3.939, -7.415], [-4.818, 3.586, 1.446], [-7.057, 0.574, -1.498], [-6.259, 5.479, 0.236], [-2.654, 2.873, 7.289], [-1.609, 1.366, 7.381], [1.649, -0.156, 0.894], [-3.026, 2.343, 3.250], [1.177, 0.771, 0.398], [7.330, -5.688, -6.959], [1.784, 2.230, 2.945], [-6.566, 3.034, -0.508], [-3.837, 0.275, 3.476], [-2.393, 1.191, 1.963], [1.582, -0.774, -5.997], [3.458, 0.936, 4.280], [-4.977, -0.102, 0.623], [1.382, -1.834, -4.149], [-0.059, 1.985, -1.664], [-6.278, 1.517, -0.467], [4.407, -6.663, -2.038], [-4.169, 2.016, 5.426], [-2.184, 2.032, 6.640], [-3.795, -0.720, 2.890], [4.330, 1.720, 2.855], [-5.558, 6.293, 1.177], [-4.018, 6.586, 2.909], [2.553, 4.088, 4.590], [1.922, -3.863, -3.773], [3.271, 0.127, 2.627], [2.150, 4.031, 3.504], [0.442, 1.355, 4.026], [0.191, 1.067, 6.232], [0.465, 3.449, 0.517], [6.397, -4.653, -2.365], [-5.782, 7.426, 1.146], [-5.865, 4.107, 0.430], [-3.313, -0.880, 5.306], [7.642, -4.664, -8.812], [6.141, -6.838, -8.316], [4.732, -5.727, -3.171], [-4.927, 0.501, 3.784], [3.355, -6.949, -2.095], [2.178, -3.336, -5.448], [-1.571, 3.032, 4.620], [0.641, 0.226, 4.002], [1.191, 4.653, 3.420], [0.281, 1.969, 5.509], [-4.508, 5.812, 2.220]], "forces_ev_per_a": [[-0.05, -0.07, -0.21], [1.37, 0.80, 1.02], [-0.01, -0.01, -0.19], [0.03, -0.07, -0.20], [-1.46, -1.08, -0.49], [0.70, -1.84, 0.41], [-2.96, -0.22, 1.51], [1.83, -2.95, 2.42], [1.59, -0.40, 0.88], [0.36, 0.12, 0.19], [-0.28, 2.05, 0.61], [-0.07, -0.78, 0.63], [0.17, -0.14, 0.00], [0.02, 0.14, -0.08], [0.05, 0.09, 0.92], [0.07, 0.09, 0.15], [0.06, -0.26, 0.27], [-0.18, 3.78, 0.46], [-0.99, -0.77, -0.45], [0.45, 0.06, -0.37], [-1.23, -0.86, 0.84], [0.10, 0.10, 0.17], [0.00, -0.04, -0.23], [-0.10, 0.19, -0.29], [0.53, -0.31, 0.38], [0.10, 3.03, 2.74], [-1.56, 0.42, 0.25], [1.63, -0.86, 0.70], [4.41, 1.16, -2.27], [-0.06, 0.19, -0.16], [-3.38, 2.74, -2.78], [-0.51, 0.24, -0.51], [0.89, 0.96, -1.35], [-0.64, -0.16, -2.30], [0.10, -0.11, -0.02], [-0.63, -1.52, -0.88], [-0.60, 1.20, -0.04], [-2.04, -0.93, -2.51], [-0.67, 0.22, 1.52], [0.02, -1.57, -1.25], [-0.39, -0.04, 0.34], [1.41, -0.56, 1.53], [-0.33, 0.27, 0.18], [0.82, -0.02, 1.68], [0.00, -0.11, 0.11], [-0.13, -0.09, -0.03], [-0.03, -0.79, -0.25], [-0.52, 0.01, 0.28], [4.00, -0.89, 4.44], [0.70, -1.43, -0.98], [-0.94, 0.75, -1.31], [-0.87, 1.79, -0.88], [-0.62, -1.00, -1.15], [-2.07, 3.49, -2.53], [0.57, -0.31, 0.64], [0.12, -0.75, -0.28], [1.49, -2.06, 1.16], [0.06, 0.25, 0.26], [-1.63, 0.49, 0.81], [0.22, 0.01, 0.02], [-0.04, 0.25, -1.74], [-0.20, 1.94, 0.10], [-0.48, -0.15, 0.41], [0.96, 0.29, 2.50], [1.25, 3.63, 1.88], [-0.42, -0.05, -0.10], [1.57, -0.91, 0.74], [-0.66, 1.12, -0.16], [-0.15, 1.61, 0.96], [-1.23, -1.08, 0.13], [0.14, -1.50, -0.29], [-0.82, -1.39, -1.18], [-0.82, -0.14, -1.76], [0.08, 0.15, -0.13], [0.42, 1.50, 0.59], [0.32, 0.88, 0.28], [-0.76, 0.47, -0.14], [0.49, 1.61, -0.97], [-0.03, -3.90, -2.36], [0.12, -0.18, 0.04], [0.36, -2.11, 0.00], [-0.31, -2.18, -0.88], [0.66, 1.66, -0.66], [-0.20, 0.10, 0.00], [-0.15, 0.15, -0.01], [-0.45, 0.21, -0.49], [1.60, -0.57, -0.55], [0.15, 0.06, -0.01], [0.23, 0.05, 0.01], [0.44, -0.57, 1.46], [-0.22, 1.52, 0.18], [1.32, -0.73, 0.30], [-1.13, -1.07, -0.05], [-0.91, -2.28, -1.62]]}